[1]
24
Properties=species:S:1:pos:R:3 method="wB97M-V/def2-TZVPD" relative_energy_kcal_mol=0.0 energy_ev=-28301.3586 smiles="CCOP(OC=C=C(F)F)OCC" max_force_ev_per_a=4.716 homo_ev=-9.1
P 0.046 -0.452 -0.316
F 3.832 1.138 -0.022
F 4.427 -0.868 -0.285
O 0.021 1.109 -0.601
O 0.327 -0.629 1.350
O -1.534 -0.671 -0.129
C -2.139 -1.912 -0.404
C 3.592 -0.089 0.343
C -0.488 2.207 0.112
C 2.648 -0.360 1.225
C 1.498 -0.470 1.911
C -0.756 3.315 -0.907
C -1.115 -3.078 -0.418
H -1.472 1.894 0.425
H -2.969 -2.117 0.243
H 1.372 -0.689 2.925
H 0.151 2.556 0.866
H 0.302 3.626 -1.299
H -1.239 2.993 -1.786
H -2.512 -1.731 -1.470
H -0.303 -2.865 0.414
H -1.235 4.129 -0.497
H -0.747 -3.026 -1.463
H -1.706 -4.008 -0.219



[2]
24
Properties=species:S:1:pos:R:3 method="wB97M-V/def2-TZVPD" relative_energy_kcal_mol=19.7 energy_ev=-20052.3220 max_force_ev_per_a=4.407 homo_ev=-12.9 total_charge=+1
F 2.993 -1.775 -1.397
F 1.393 -0.721 -2.404
F 2.406 0.267 -0.758
N -0.363 1.118 0.368
N 1.256 -1.762 0.898
N -1.861 1.501 -1.231
C -0.428 -0.010 -0.508
C 1.981 -0.932 -1.230
C -1.543 3.248 0.554
C -1.314 0.325 -1.461
C 0.895 -1.503 -0.344
C 0.632 -2.740 1.710
C -1.266 1.946 -0.131
H -1.788 -0.342 -2.149
H -0.477 -2.531 1.942
H 2.036 -1.327 1.404
H 1.134 -2.722 2.784
H -1.249 4.122 -0.011
H 0.406 -2.282 -0.763
H -2.338 2.129 -1.895
H -2.597 3.416 0.716
H 0.796 -3.819 1.337
H -1.084 3.201 1.496
H 0.379 1.194 1.071



| no. | HOMO-LUMO gap (eV) |
| --- | --- |
| 1 | 9.97 |
| 2 | 10.12 |